Entry w
The following is a DFT calculation (the ωB97M-V functional and the def2-TZVPD basis) of an isolated molecule of C3H4O.

Computed properties:
Frontier orbital gap in eV: 9.68
SMILES: CC#CO

Geometry as ORCA input:
```
! RIJCOSX wB97M-V def2-TZVPD def2/J DEFGRID3
* xyz 0 1
C -0.071 -0.091 0.044
C -1.234 -0.311 0.108
C 1.468 0.026 0.098
O -2.533 -0.212 0.137
H 1.821 -0.879 -0.256
H 1.585 0.795 -0.573
H 1.714 0.290 1.073
H -2.749 0.381 -0.630
*
```

Here are the natural (NBO) charges for atoms 1 to 4, given in e: atom 1 (C): -0.1450, atom 2 (C): 0.2614, atom 3 (C): -0.6336, atom 4 (O): -0.6566

***

Entry x
The following is a DFT calculation (the ωB97M-V functional and the def2-TZVPD basis) of an isolated molecule of C3H4O.

Computed properties:
Frontier orbital gap in eV: 10.41
SMILES: O=C1CC1

Geometry as ORCA input:
```
! RIJCOSX wB97M-V def2-TZVPD def2/J DEFGRID3
* xyz 0 1
C 0.804 -0.602 0.056
C 0.218 0.782 -0.058
C -0.647 -0.491 0.035
O 1.815 -1.278 0.051
H 0.204 1.556 0.685
H 0.009 1.290 -1.044
H -1.298 -0.780 -0.705
H -1.106 -0.476 0.980
*
```

Here are the natural (NBO) charges for atoms 1 to 4, given in e: atom 1 (C): 0.6125, atom 2 (C): -0.5467, atom 3 (C): -0.5273, atom 4 (O): -0.4740

***

Entry y
The following is a DFT calculation (the ωB97M-V functional and the def2-TZVPD basis) of an isolated molecule of C3H4O.

Computed properties:
Frontier orbital gap in eV: 7.73

Geometry as ORCA input:
```
! RIJCOSX wB97M-V def2-TZVPD def2/J DEFGRID3
* xyz 0 1
C -0.047 1.301 0.715
C -0.152 -1.568 0.933
C 0.102 0.389 -0.390
O -0.266 -0.942 -0.238
H 0.025 2.160 0.069
H -0.476 -2.562 0.824
H -0.318 0.693 -1.298
H 1.132 0.530 -0.617
*
```

Here are the natural (NBO) charges for atoms 1 to 4, given in e: atom 1 (C): 0.0398, atom 2 (C): 0.1087, atom 3 (C): -0.2996, atom 4 (O): -0.4892

***

Entry z
The following is a DFT calculation (the ωB97M-V functional and the def2-TZVPD basis) of a structure of composition C3H4O.

Computed properties:
Frontier orbital gap in eV: 9.13

Geometry as ORCA input:
```
! RIJCOSX wB97M-V def2-TZVPD def2/J DEFGRID3
* xyz 0 1
C 1.125 0.002 -0.216
O -2.686 -0.082 -0.009
C -1.477 -0.083 -0.209
C -0.287 0.019 0.210
H -1.140 0.157 1.239
H 1.678 -0.813 0.263
H 1.611 0.947 0.016
H 1.177 -0.148 -1.295
*
```

Here are the natural (NBO) charges for atoms 1 to 4, given in e: atom 1 (C): -0.6342, atom 2 (O): -0.5554, atom 3 (C): 0.5400, atom 4 (C): -0.4160

***

Least stable: entry y